1.
# C38H54F9I2N3O4PSiTi

A molecular structure, C38H54F9I2N3O4PSiTi (wB97M-V/def2-TZVPD, the Open Molecules 2025 dataset).

The HOMO energy (alpha / beta) comes out at -0.528 / -0.533 hartree. Its charge is +2. Its expectation value of S² is 0.753. For the LUMO energy (alpha / beta), the calculation gives -5.684 / -5.692 eV. As for the spin multiplicity: 2. Its HOMO-LUMO gap (alpha / beta) is 8.67 / 8.81 eV. Its energy above the lowest of the compared OMol25 structures with the same formula, charge and spin is 0.0849 eV.

CARTESIAN COORDINATES (ANGSTROEM)
Ti: -0.910 0.805 -0.259
N: -1.277 2.534 -1.510
C: -1.577 3.790 -0.780
C: -2.568 3.471 0.319
N: -2.088 2.322 1.136
C: -1.239 2.748 2.284
C: 0.227 2.645 1.949
N: 0.479 1.299 1.388
H: -0.400 2.645 -2.041
H: -2.001 2.371 -2.210
H: -1.980 4.553 -1.448
H: -0.638 4.177 -0.383
H: -3.530 3.193 -0.118
H: -2.742 4.345 0.951
H: -2.910 1.869 1.531
H: -1.460 2.081 3.117
H: -1.508 3.757 2.602
H: 0.829 2.831 2.840
H: 0.535 3.375 1.199
H: 0.516 0.608 2.137
H: 1.410 1.298 0.948
I: -1.687 -0.737 -3.490
C: -3.681 -0.999 -2.899
I: -4.190 0.342 -1.350
H: -3.802 -2.004 -2.511
H: -4.343 -0.792 -3.730
F: -4.254 -6.961 -1.218
C: -2.958 -6.626 -1.283
F: -2.594 -6.632 -2.571
F: -2.259 -7.581 -0.653
C: -2.716 -5.278 -0.642
C: -1.943 -4.325 -1.281
C: -1.726 -3.099 -0.662
C: -2.283 -2.826 0.580
C: -3.035 -3.809 1.230
C: -3.254 -5.027 0.616
P: -1.861 -1.257 1.383
C: -0.542 -1.776 2.532
C: -0.743 -2.164 3.852
C: 0.322 -2.625 4.614
C: 1.586 -2.713 4.055
C: 1.796 -2.359 2.728
C: 0.735 -1.892 1.974
C: 2.765 -3.152 4.893
F: 3.642 -3.852 4.161
F: 3.412 -2.083 5.386
F: 2.382 -3.910 5.924
C: -3.290 -0.792 2.402
C: -4.589 -1.122 2.014
C: -5.678 -0.660 2.736
C: -5.483 0.137 3.853
C: -4.198 0.460 4.265
C: -3.111 -0.004 3.541
C: -6.678 0.685 4.601
F: -7.086 1.840 4.048
F: -7.707 -0.167 4.566
F: -6.381 0.932 5.882
H: -1.510 -4.533 -2.250
H: -1.098 -2.363 -1.152
H: -3.451 -3.629 2.213
H: -3.842 -5.788 1.112
H: -1.728 -2.125 4.300
H: 0.165 -2.927 5.641
H: 2.780 -2.456 2.289
H: 0.908 -1.630 0.932
H: -4.760 -1.750 1.150
H: -6.681 -0.932 2.435
H: -4.046 1.051 5.157
H: -2.114 0.216 3.901
C: 0.470 2.994 -4.700
C: 1.747 3.025 -3.876
C: 2.105 4.446 -3.480
C: 2.884 2.355 -4.623
O: 1.445 2.313 -2.634
Si: 1.977 1.034 -1.781
O: 0.584 0.372 -1.158
O: 2.811 0.018 -2.688
C: 3.132 -1.402 -2.686
C: 4.601 -1.497 -3.050
C: 2.254 -2.052 -3.738
C: 2.866 -1.992 -1.310
O: 2.724 1.488 -0.403
C: 4.023 2.067 -0.071
C: 4.719 1.074 0.841
C: 4.832 2.316 -1.332
C: 3.726 3.371 0.650
H: 0.637 3.436 -5.682
H: -0.325 3.569 -4.218
H: 0.128 1.968 -4.848
H: 2.240 5.067 -4.365
H: 3.029 4.476 -2.903
H: 1.306 4.886 -2.879
H: 3.134 2.963 -5.492
H: 2.610 1.359 -4.969
H: 3.777 2.267 -4.005
H: 4.791 -0.989 -3.995
H: 4.898 -2.541 -3.157
H: 5.223 -1.047 -2.276
H: 2.455 -1.634 -4.724
H: 1.199 -1.906 -3.497
H: 2.437 -3.127 -3.778
H: 3.452 -1.479 -0.546
H: 3.142 -3.047 -1.294
H: 1.807 -1.922 -1.052
H: 4.964 0.155 0.308
H: 4.082 0.827 1.692
H: 5.647 1.497 1.227
H: 4.951 1.406 -1.919
H: 5.826 2.673 -1.060
H: 4.369 3.082 -1.955
H: 3.227 3.182 1.604
H: 3.088 4.007 0.035
H: 4.646 3.916 0.861

Here are the Löwdin charges for atoms 1 to 6, given in e: 0.745 -0.046 -0.182 -0.185 -0.113 -0.164

***

2.
# C38H54NO

5 unconnected molecules or ions with the total composition C38H54NO in a non-equilibrium geometry (wB97M-V/def2-TZVPD, the Open Molecules 2025 dataset).

The HOMO energy comes out at -0.387 hartree. Its charge is +1. For the LUMO energy, the calculation gives -2.776 eV. Its HOMO-LUMO gap is 7.75 eV.

CARTESIAN COORDINATES (ANGSTROEM)
C: 4.721 -0.994 -3.622
O: 4.024 -1.961 -2.727
C: 3.753 -3.230 -3.440
C: 2.372 -3.168 -4.366
C: 1.239 -4.281 -3.925
C: 0.824 -4.225 -2.331
C: -0.040 -2.846 -2.070
C: 0.435 -2.026 -0.695
C: 0.055 -0.400 -0.777
C: 1.170 0.461 -1.618
C: 0.493 1.570 -2.671
C: 0.021 0.887 -4.084
C: 0.654 1.462 -5.510
C: -0.113 0.360 -6.508
C: -1.512 -0.028 -5.679
N: -1.477 0.906 -4.451
H: 4.171 0.037 -3.529
H: 5.854 -0.818 -3.294
H: 4.634 -1.330 -4.748
H: 4.694 -3.548 -4.101
H: 3.613 -4.086 -2.654
H: 1.963 -2.057 -4.261
H: 2.634 -3.291 -5.524
H: 0.287 -4.101 -4.621
H: 1.638 -5.363 -4.202
H: 1.726 -4.360 -1.590
H: 0.077 -5.125 -2.092
H: 0.181 -2.118 -2.973
H: -1.217 -3.048 -2.060
H: 1.598 -2.102 -0.527
H: -0.164 -2.560 0.188
H: -1.064 -0.230 -1.150
H: 0.058 -0.019 0.354
H: 1.984 -0.220 -2.154
H: 1.784 1.098 -0.819
H: -0.489 1.941 -2.123
H: 1.215 2.473 -2.871
H: 0.263 -0.261 -4.154
H: 1.778 1.134 -5.617
H: 0.401 2.607 -5.731
H: 0.516 -0.632 -6.357
H: -0.382 0.702 -7.597
H: -1.562 -1.120 -5.202
H: -2.509 0.007 -6.292
H: -2.001 0.516 -3.635
H: -1.769 1.883 -4.755
C: -5.082 0.562 -4.450
C: -6.232 1.342 -4.335
C: -7.459 0.741 -4.056
C: -7.534 -0.641 -3.883
C: -6.384 -1.421 -3.995
C: -5.159 -0.821 -4.283
H: -4.127 1.031 -4.671
H: -6.172 2.420 -4.463
H: -8.356 1.349 -3.973
H: -8.490 -1.110 -3.661
H: -6.442 -2.498 -3.859
H: -4.263 -1.429 -4.376
C: 4.813 -1.154 3.973
C: 5.331 -2.222 3.241
C: 5.024 -2.355 1.887
C: 4.208 -1.412 1.262
C: 3.693 -0.341 1.993
C: 3.992 -0.214 3.349
H: 5.050 -1.053 5.029
H: 5.973 -2.953 3.727
H: 5.422 -3.191 1.319
H: 3.973 -1.512 0.205
H: 3.058 0.394 1.505
H: 3.587 0.617 3.919
C: -0.214 1.271 6.751
C: 0.359 1.293 8.022
C: 1.480 0.510 8.296
C: 2.035 -0.288 7.295
C: 1.464 -0.307 6.023
C: 0.337 0.469 5.751
H: -1.089 1.879 6.538
H: -0.069 1.920 8.800
H: 1.922 0.522 9.289
H: 2.911 -0.894 7.507
H: 1.897 -0.928 5.243
H: -0.110 0.449 4.762
C: -2.983 4.037 8.616
C: -3.195 3.833 7.253
C: -3.206 4.918 6.377
C: -2.996 6.209 6.864
C: -2.780 6.413 8.227
C: -2.779 5.328 9.104
H: -2.978 3.191 9.298
H: -3.352 2.827 6.872
H: -3.377 4.759 5.316
H: -2.999 7.054 6.182
H: -2.615 7.418 8.606
H: -2.616 5.488 10.166

Here are the Löwdin charges for atoms 1 to 6, given in e: -0.109 -0.288 -0.203 -0.180 -0.216 -0.201

***

3.
# C38H55BBaBr2I2N8S4Te

A molecular structure, C38H55BBaBr2I2N8S4Te in a non-equilibrium geometry (wB97M-V/def2-TZVPD, the Open Molecules 2025 dataset).

The HOMO energy comes out at -0.413 hartree. Its charge is +2. For the LUMO energy, the calculation gives -6.057 eV. Its HOMO-LUMO gap is 5.17 eV. Its energy above the lowest of the compared OMol25 structures with the same formula, charge and spin is 1.7590 eV.

CARTESIAN COORDINATES (ANGSTROEM)
Ba: -1.647 3.014 -0.211
C: 4.799 1.675 0.844
C: 3.581 0.741 1.112
C: 3.813 -0.515 1.521
C: 2.775 -1.461 1.671
N: 1.526 -1.138 1.346
N: 1.359 0.022 0.524
B: 0.355 -0.177 -0.549
N: 0.809 0.132 -1.960
N: 2.099 -0.363 -2.237
C: 2.567 -0.273 -3.446
C: 1.956 0.560 -4.395
C: 0.682 1.064 -4.175
C: -0.082 1.701 -5.265
C: 0.066 0.805 -2.903
S: -1.628 1.285 -2.655
C: 3.755 -1.124 -3.736
C: 4.778 -0.158 -4.392
C: 4.300 -1.758 -2.466
C: 3.354 -2.132 -4.811
N: -0.683 -1.298 -0.379
N: -0.492 -2.339 -1.264
C: -1.180 -3.443 -1.028
C: -2.337 -3.366 -0.237
C: -2.678 -2.243 0.467
C: -3.800 -2.319 1.466
C: -1.723 -1.176 0.538
S: -1.886 0.178 1.604
C: -0.752 -4.715 -1.759
C: 0.750 -4.721 -1.883
C: -1.321 -5.894 -0.990
C: -1.358 -4.680 -3.177
C: 2.229 1.097 0.711
S: 1.752 2.678 0.363
C: 2.971 -2.744 2.424
C: 4.134 -3.451 1.732
C: 1.692 -3.543 2.341
C: 3.317 -2.501 3.897
H: 5.715 1.069 0.960
H: 4.795 2.520 1.536
H: 4.738 2.094 -0.210
H: 4.802 -0.723 1.952
H: 2.469 0.654 -5.385
H: -0.167 2.781 -5.034
H: -1.098 1.339 -5.352
H: 0.490 1.666 -6.192
H: 4.870 0.833 -3.942
H: 4.481 0.010 -5.438
H: 5.789 -0.690 -4.384
H: 4.786 -1.044 -1.760
H: 5.044 -2.521 -2.748
H: 3.456 -2.249 -1.975
H: 3.026 -1.610 -5.757
H: 2.655 -2.930 -4.503
H: 4.283 -2.670 -5.154
H: -2.976 -4.224 -0.068
H: -4.580 -1.562 1.312
H: -3.311 -2.163 2.461
H: -4.229 -3.337 1.497
H: 1.232 -4.623 -0.886
H: 1.124 -3.994 -2.660
H: 1.031 -5.725 -2.302
H: -1.166 -5.857 0.107
H: -0.891 -6.868 -1.330
H: -2.428 -5.940 -1.132
H: -0.854 -3.888 -3.806
H: -2.413 -4.400 -3.135
H: -1.246 -5.639 -3.703
H: 3.892 -3.752 0.667
H: 4.441 -4.375 2.270
H: 5.054 -2.812 1.668
H: 1.244 -3.741 1.359
H: 0.885 -3.091 2.936
H: 1.915 -4.565 2.644
H: 4.217 -1.854 4.005
H: 3.464 -3.453 4.425
H: 2.477 -1.956 4.367
I: -1.359 6.375 4.871
C: 0.330 7.532 4.028
I: 1.475 6.394 2.598
H: 1.036 7.713 4.875
H: -0.123 8.344 3.456
Br: 0.473 5.478 -1.965
C: -1.143 6.591 -1.558
Br: -1.884 6.754 0.344
H: -2.009 6.290 -2.156
H: -0.839 7.617 -1.810
C: -1.388 1.755 6.262
Te: 0.083 1.246 4.799
C: 0.916 3.251 4.943
H: -2.105 2.463 5.777
H: -0.952 2.260 7.133
H: -1.934 0.850 6.482
H: 0.950 3.511 5.991
H: 0.140 3.923 4.492
H: 1.885 3.276 4.435
N: -4.483 5.217 2.179
C: -5.211 4.304 1.500
N: -4.716 3.449 0.585
C: -5.683 2.477 0.300
C: -5.462 1.338 -0.513
C: -6.539 0.469 -0.676
C: -7.717 0.614 0.099
C: -7.922 1.708 0.903
C: -6.947 2.687 0.973
S: -6.944 4.112 1.902
H: -3.557 5.389 1.831
H: -4.847 5.928 2.792
H: -4.436 1.199 -0.852
H: -6.532 -0.357 -1.407
H: -8.571 -0.112 -0.017
H: -8.856 1.827 1.448

Here are the Löwdin charges for atoms 1 to 6, given in e: 1.203 -0.031 -0.228 0.034 -0.197 0.214

***

Calculated energy in order - -4920.06979; -1609.84359; -9573.13973 a.u.